Version i
Computed, not measured: the molecule C8H14N2O5, with ωB97M-V/def2-TZVPD.

Calculated values
* frontier orbital gap: 9.68 eV
* HOMO level: -9.29 eV
* SMILES: C[C@H](N)C(=O)N[C@@H](CCC(=O)O)C(=O)O
* M: 218.21 g mol⁻¹

Each line ends with the Löwdin charge.
CARTESIAN COORDINATES (ANGSTROEM)
O  -2.5024  -2.8474  -0.4917  0.074
O  0.4012  2.5016  1.3071  0.127
O  -0.5311  3.4355  -0.5380  0.102
O  -1.9018  -1.6070  1.2905  0.074
O  1.7032  0.4018  -1.5677  0.048
N  0.2416  -0.0081  0.0904  0.122
N  3.3472  -1.6690  -0.8854  0.038
C  -2.7542  -0.3969  -0.6032  -0.075
C  1.3888  -0.2495  -0.5521  -0.409
C  -0.1548  2.3786  0.2493  -0.453
C  2.3476  -1.2553  0.1287  -0.346
C  -2.3595  -1.7215  0.0149  -0.472
C  -0.6423  1.0494  -0.3442  -0.231
C  -2.0994  0.8412  0.0226  -0.129
C  2.9946  -0.7356  1.4321  -0.046
H  -0.5821  1.1444  -1.4160  0.151
H  -1.8670  -2.4994  1.6568  0.131
H  -0.2185  4.2232  -0.0473  0.135
H  -2.5264  -0.4696  -1.6769  0.141
H  2.2729  -0.3002  2.0828  0.054
H  -3.8308  -0.3261  -0.4450  0.134
H  -2.5619  1.7444  -0.3979  0.130
H  3.4507  -1.6070  1.8928  0.071
H  4.0945  -2.1086  -0.4133  0.043
H  -0.0080  -0.4783  0.9342  0.128
H  1.7443  -2.1134  0.3792  0.125
H  3.7184  -0.8572  -1.4117  0.086
H  3.7888  0.0451  1.2185  0.107
H  -2.2736  0.8028  1.1180  0.138

***

Version ii
Computed, not measured: the molecule C8H14N2O5, with ωB97M-V/def2-TZVPD.

Calculated values
* frontier orbital gap: 10.11 eV
* HOMO level: -10.09 eV
* SMILES: C[C@H](N)C(=O)N[C@@H](CCC(=O)O)C(=O)O
* M: 218.21 g mol⁻¹

Each line ends with the Löwdin charge.
CARTESIAN COORDINATES (ANGSTROEM)
O  -3.0776  3.2776  -2.8611  0.058
O  -2.6249  3.4712  -0.6656  0.054
O  -1.3333  -0.4936  2.0201  0.113
O  -2.3714  1.2820  1.1850  0.054
O  0.2271  -2.8982  -0.6954  0.031
N  1.8677  -3.4581  1.3606  -0.018
N  -0.0928  -0.6824  -0.5593  0.097
C  -1.3918  0.4777  1.1090  -0.366
C  3.0599  -1.1985  0.5339  -0.113
C  1.7649  -1.9335  0.9522  -0.375
C  -0.1572  0.5608  0.1314  -0.257
C  -0.2769  1.7951  -0.7116  -0.186
C  -2.4560  2.8093  -1.8732  -0.392
C  -1.2899  1.7241  -1.7633  -0.120
C  0.6032  -1.8481  -0.2017  -0.414
H  0.8587  2.1953  -1.1581  0.205
H  -0.4859  2.5437  0.0294  0.101
H  -0.7876  1.7446  -2.8346  0.158
H  3.2440  -1.4535  -0.6305  0.108
H  0.6814  -3.6990  1.4517  0.168
H  2.1520  -4.0178  0.5520  0.041
H  -0.6927  -1.0572  -1.2951  0.149
H  0.6065  0.5444  0.9076  0.142
H  -1.8770  0.7027  -1.8798  0.157
H  1.2954  -1.5097  1.9802  0.152
H  3.8623  -1.6920  1.2228  0.086
H  -2.5363  3.0357  0.1785  0.059
H  -1.8055  -0.3560  2.8669  0.154
H  3.0336  0.1334  0.6482  0.152

***

Version iii
Computed, not measured: the molecule C8H14N2O5, with ωB97M-V/def2-TZVPD.

Calculated values
* frontier orbital gap: 10.04 eV
* HOMO level: -9.70 eV
* SMILES: C[C@H](N)C(=O)N[C@@H](CCC(=O)O)C(=O)O
* M: 218.21 g mol⁻¹

Each line ends with the Löwdin charge.
CARTESIAN COORDINATES (ANGSTROEM)
O  -3.6954  1.6229  0.1065  0.008
O  -1.8347  3.0970  -0.6228  -0.020
O  -1.0162  -2.7124  -0.8785  0.140
O  -2.7329  -2.4840  0.6886  0.044
O  1.2001  0.6339  1.6288  0.045
N  2.8910  -0.7114  -1.2876  -0.001
N  0.5327  -0.8772  -0.0460  0.091
C  2.9780  0.0035  -0.0066  -0.398
C  3.5320  1.3732  0.3355  -0.088
C  -0.7333  -1.0992  0.7412  -0.252
C  1.4945  0.0206  0.6173  -0.348
C  -2.4683  1.9082  -0.5246  -0.374
C  -1.5347  -2.2100  0.0405  -0.538
C  -2.1103  0.4855  -0.7531  -0.100
C  -1.7224  0.0282  0.7650  -0.131
H  -1.0268  0.9775  1.0566  0.158
H  -3.2697  -2.9846  -0.1696  0.241
H  3.4657  -0.7168  0.6545  0.136
H  3.8556  -0.7381  -1.5712  0.055
H  4.7136  1.4008  0.1195  0.117
H  3.0568  1.7819  1.3486  0.121
H  0.7090  -1.5401  -0.8026  0.108
H  3.1224  2.0533  -0.4219  0.063
H  -3.1335  0.0659  -1.1590  0.147
H  -1.1491  -0.0685  -1.3809  0.184
H  2.1765  -0.2645  -2.0848  0.167
H  -4.1418  2.4442  0.4121  0.140
H  -2.5757  0.0224  1.4504  0.121
H  -0.5830  -1.5124  1.7442  0.164

***

Pick version i: it beats the second-best structure by 445.5 kJ/mol.

***

Version i
Computed, not measured: the molecule C10H14O, with ωB97M-V/def2-TZVPD.

Calculated values
* frontier orbital gap (alpha / beta): 7.78 / 7.77 eV
* HOMO level (alpha / beta): -7.54 / -8.08 eV
* M: 150.22 g mol⁻¹

Each line ends with the Löwdin charge.
CARTESIAN COORDINATES (ANGSTROEM)
O  2.0155  -0.5700  -0.3172  0.034
C  -0.6882  -2.3084  -1.5821  -0.080
C  0.7083  1.5060  0.5816  -0.292
C  -0.7733  1.6947  0.5861  -0.056
C  1.5414  2.8672  0.7511  -0.050
C  -0.4784  -1.3406  -0.4138  -0.475
C  -0.1269  -2.1281  0.8034  -0.061
C  -1.8196  0.8895  0.1278  -0.089
C  0.8622  -0.6147  -1.0059  -0.082
C  1.3136  0.7177  -0.5526  -0.164
C  -1.7656  -0.5065  -0.1613  0.009
H  1.1193  3.4740  1.6263  0.106
H  -0.6644  -1.7708  -2.4699  0.044
H  -1.1110  2.7015  0.7925  0.092
H  0.2585  -2.9882  -1.5899  0.123
H  0.7785  -2.6112  0.6424  0.060
H  -0.1560  -1.6696  1.8837  0.138
H  1.4688  3.4341  -0.1094  0.044
H  -2.5689  -1.0360  -0.4554  0.054
H  1.9146  1.3201  -1.1524  0.114
H  -2.9136  1.2146  0.1895  0.120
H  -0.7980  -2.8923  0.8446  0.045
H  2.5438  2.6340  0.9108  0.051
H  -1.6807  -2.9432  -1.5296  0.123
H  1.0201  0.9261  1.5998  0.192

***

Version ii
Computed, not measured: the molecule C10H14O, with ωB97M-V/def2-TZVPD.

Calculated values
* frontier orbital gap: 10.21 eV
* HOMO level: -9.31 eV
* SMILES: C=CC[C@H]1C(=O)[C@@H]2CC[C@H]1C2
* M: 150.22 g mol⁻¹

Each line ends with the Löwdin charge.
CARTESIAN COORDINATES (ANGSTROEM)
O  1.4459  -1.3227  -1.3913  0.067
C  -0.9650  -0.7487  -1.6312  -0.233
C  2.2517  -0.6290  1.5589  -0.151
C  -1.1371  0.5906  0.1350  -0.263
C  -1.3744  1.6062  -1.0112  -0.115
C  -1.8480  -0.6527  -0.4093  -0.109
C  -1.1274  0.6582  -2.2465  -0.110
C  0.7434  -0.4759  1.5156  -0.160
C  2.9875  -0.1783  2.6408  0.009
C  0.3309  0.1512  0.2146  -0.239
C  0.4031  -0.7620  -0.9681  -0.294
H  -0.7065  2.4696  -0.9828  0.114
H  -1.9962  0.6936  -2.9363  0.120
H  -1.5412  0.9721  1.0600  0.137
H  0.9735  0.9943  0.0365  0.157
H  2.4226  0.2554  3.4642  0.045
H  -2.9253  -0.5334  -0.7387  0.145
H  -2.3688  1.9238  -0.9874  0.084
H  0.3503  0.0871  2.4105  0.137
H  -1.1217  -1.5992  -2.3214  0.158
H  -0.1940  0.9958  -2.7431  0.123
H  2.8117  -1.1881  0.8040  0.098
H  -1.7989  -1.5066  0.2627  0.120
H  0.3236  -1.4739  1.5662  0.118
H  4.0605  -0.3275  2.6982  0.043

***

Pick version ii: it beats the second-best structure by 521.2 kJ/mol.

***

Version i
Computed, not measured: the molecule CH3IO2S2, with ωB97M-V/def2-TZVPD.

Calculated values
* frontier orbital gap (alpha / beta): 6.56 / 6.64 eV
* HOMO level (alpha / beta): -9.01 / -8.26 eV
* M: 238.07 g mol⁻¹

Each line ends with the Löwdin charge.
CARTESIAN COORDINATES (ANGSTROEM)
I  2.7374  -0.4008  -0.5317  0.398
S  0.3680  0.4430  -0.0565  0.418
S  -1.0042  3.0432  -0.6932  0.708
O  -0.8910  1.4880  -0.9537  -0.920
O  0.4142  1.2553  1.1026  -0.501
C  -0.2867  -1.1885  0.2881  -0.316
H  -1.3730  -1.2125  0.5138  0.070
H  -0.2623  -1.6597  -0.7381  0.064
H  0.2975  -1.7680  1.0687  0.079

***

Version ii
Computed, not measured: a cluster of 2 separate species, CH3IO2S2 in total, with ωB97M-V/def2-TZVPD.

Calculated values
* frontier orbital gap (alpha / beta): 7.94 / 5.66 eV
* HOMO level (alpha / beta): -9.55 / -7.94 eV
* M: 238.07 g mol⁻¹

Each line ends with the Löwdin charge.
CARTESIAN COORDINATES (ANGSTROEM)
I  -3.9193  0.9511  -0.1772  0.427
S  -2.3740  -0.7989  0.6347  0.160
S  -3.1184  -2.7731  0.0051  0.670
O  -2.8471  -2.8027  -1.4447  -0.623
O  -2.4330  -0.8046  2.0682  -0.593
C  -0.0648  0.0610  -0.0232  -0.033
H  0.5255  -0.7261  0.4009  -0.003
H  -0.1021  0.9972  0.4981  -0.002
H  -0.2139  0.0727  -1.0848  -0.003

***

Pick version i: it beats the second-best structure by 20.4 kJ/mol.

***

Version i
Computed, not measured: the molecule C7H12O2S, with ωB97M-V/def2-TZVPD.

Calculated values
* frontier orbital gap: 9.76 eV
* HOMO level: -8.96 eV
* SMILES: CC(C)[C@@]1(S)OC=CCO1
* M: 160.24 g mol⁻¹

Each line ends with the Löwdin charge.
CARTESIAN COORDINATES (ANGSTROEM)
S  -1.1012  -2.1893  0.2817  0.883
O  -1.0769  0.2421  1.2988  -0.194
O  -0.6646  0.0369  -1.0678  -0.126
C  1.1278  -0.3655  0.5763  -0.350
C  -2.3014  0.8399  0.9139  -0.130
C  -1.9824  0.1308  -1.4690  -0.201
C  -0.3319  -0.5358  0.1692  -0.684
C  -2.8206  0.7294  -0.2996  -0.049
C  1.2150  1.1437  0.7688  -0.052
C  2.1146  -0.9847  -0.4455  -0.031
H  -3.8158  1.1792  -0.4335  0.106
H  0.4420  1.5583  1.4478  0.092
H  1.1200  1.6589  -0.2248  0.107
H  -1.8021  -1.6770  1.2744  -0.105
H  -2.0437  0.9134  -2.2555  0.142
H  1.3166  -0.9011  1.4463  0.116
H  2.1329  1.4559  1.1780  0.059
H  -2.7104  1.4016  1.7528  0.124
H  1.6626  -1.9725  -0.6301  0.075
H  3.0790  -0.9479  -0.0992  0.048
H  2.0217  -0.5003  -1.4408  0.094
H  -2.2381  -0.8748  -1.6953  0.074

***

Version ii
Computed, not measured: the molecule C7H12O2S, with ωB97M-V/def2-TZVPD.

Calculated values
* frontier orbital gap: 8.89 eV
* HOMO level: -8.69 eV
* M: 160.24 g mol⁻¹

Each line ends with the Löwdin charge.
CARTESIAN COORDINATES (ANGSTROEM)
S  1.7079  0.4497  -1.8394  0.835
O  1.7252  -0.9628  -1.9951  -0.465
O  0.2357  1.0059  -2.1574  -0.393
C  -0.6443  0.4284  0.6987  -0.048
C  -1.0947  -1.2681  -0.7468  -0.072
C  -2.0515  -1.6455  1.6064  -0.011
C  -1.2585  -0.7151  0.6338  -0.252
C  2.0027  0.5945  0.0770  -0.273
C  -0.0938  1.6023  0.7398  -0.100
C  1.4530  1.7633  0.8466  -0.196
H  -1.9035  -1.5230  2.7342  0.112
H  3.0425  0.4763  0.0721  0.055
H  -1.9265  -1.9104  -1.0601  0.099
H  -3.0119  -1.4420  1.3259  0.043
H  -1.8981  -2.5826  1.2875  0.023
H  1.5814  -0.3897  0.2897  0.076
H  -0.9289  -0.5360  -1.4533  0.022
H  0.3256  1.6991  -3.0479  0.198
H  1.8124  2.7047  0.5583  0.078
H  -0.6028  2.4165  0.3308  0.083
H  1.7815  1.6901  1.9495  0.136
H  -0.2535  -1.8556  -0.8506  0.049

***

Pick version i: it beats the second-best structure by 224.8 kJ/mol.

***

Version i
Computed, not measured: a cluster of 2 separate species, C3H2N2O4 in total, with ωB97M-V/def2-TZVPD.

Calculated values
* frontier orbital gap (alpha / beta): 8.03 / 8.02 eV
* HOMO level (alpha / beta): -9.51 / -9.50 eV
* SMILES: O=C=NC=O.O=CN=O
* M: 130.06 g mol⁻¹

Each line ends with the Löwdin charge.
CARTESIAN COORDINATES (ANGSTROEM)
O  1.2148  -0.4647  -1.3487  0.039
O  4.0065  -0.2675  0.6611  0.094
O  -4.1691  -0.8307  0.1832  0.223
O  -0.3685  0.4829  1.0246  0.021
N  3.0967  -0.6720  0.0178  0.015
N  -2.2508  0.4530  -0.1789  0.193
C  1.9067  -0.3404  -0.3755  -0.377
C  -0.8981  0.6867  -0.0561  -0.282
C  -3.2517  -0.1516  0.1473  -0.268
H  -0.5136  1.3786  -0.7938  0.136
H  1.2271  -0.2742  0.7191  0.205

***

Version ii
Computed, not measured: the molecule C3H2N2O4, with ωB97M-V/def2-TZVPD.

Calculated values
* frontier orbital gap: 9.26 eV
* HOMO level: -10.72 eV
* SMILES: O=c1ncc(=O)n(O)o1
* M: 130.06 g mol⁻¹

Each line ends with the Löwdin charge.
CARTESIAN COORDINATES (ANGSTROEM)
O  -1.8987  0.2840  2.2489  0.178
O  1.9486  1.2115  0.1657  0.082
O  1.3717  -0.6714  -1.6699  0.114
O  0.0465  0.6685  1.2089  0.093
N  -1.7272  -0.5076  0.0670  0.191
N  0.6672  0.8030  -0.0468  -0.101
C  -1.2586  0.1671  1.2593  -0.454
C  0.4978  -0.2629  -0.8985  -0.373
C  -0.9090  -0.7637  -0.8478  -0.013
H  2.4488  0.3627  0.2813  0.142
H  -1.1870  -1.2913  -1.7681  0.141

***

Version iii
Computed, not measured: the molecule C3H2N2O4, with ωB97M-V/def2-TZVPD.

Calculated values
* frontier orbital gap: 10.37 eV
* HOMO level: -10.33 eV
* SMILES: O=C/N=c1/[nH]oc(=O)o1
* M: 130.06 g mol⁻¹

Each line ends with the Löwdin charge.
CARTESIAN COORDINATES (ANGSTROEM)
O  3.3218  -0.4820  -0.2318  0.087
O  -0.4750  -0.8469  0.0575  0.160
O  -2.7424  -1.3656  -0.2743  0.217
O  -2.0547  0.7151  0.0962  0.069
N  1.3595  0.4973  -0.3000  0.170
N  -0.8888  1.3435  -0.1738  0.118
C  -1.8195  -0.6512  -0.1229  -0.462
C  2.2095  -0.5279  0.1297  -0.357
C  0.1453  0.4236  -0.0101  -0.314
H  1.8424  -1.4060  0.7536  0.151
H  -0.8981  2.2999  0.0758  0.160

***

Pick version iii: it beats the second-best structure by 128.7 kJ/mol.

***

Version i
Computed, not measured: a cluster of 2 separate species, C2H3NS in total, with ωB97M-V/def2-TZVPD.

Calculated values
* frontier orbital gap (alpha / beta): 7.44 / 7.43 eV
* HOMO level (alpha / beta): -8.60 / -8.60 eV
* SMILES: C#C.N=S
* M: 73.12 g mol⁻¹

Each line ends with the Löwdin charge.
CARTESIAN COORDINATES (ANGSTROEM)
S  -1.8964  -1.6852  -0.0528  0.588
N  -0.8849  -1.5051  -1.1633  -0.495
C  0.1921  1.1421  0.8240  -0.028
C  1.2613  1.3845  0.3301  0.003
H  2.2171  1.6104  -0.0498  0.009
H  -0.0586  -1.9749  -0.9695  -0.075
H  -0.8306  1.0283  1.0813  -0.001

***

Version ii
Computed, not measured: the molecule C2H3NS, with ωB97M-V/def2-TZVPD.

Calculated values
* frontier orbital gap: 8.88 eV
* HOMO level: -9.32 eV
* SMILES: [H]/N=C1\CS1
* M: 73.12 g mol⁻¹

Each line ends with the Löwdin charge.
CARTESIAN COORDINATES (ANGSTROEM)
S  -1.8386  0.4297  -0.0528  0.789
N  0.3736  -0.4659  -1.3858  0.153
C  0.1072  0.2597  0.8147  -0.079
C  -0.2003  -0.0682  -0.4425  -0.995
H  -0.3501  -0.3921  1.4097  0.004
H  0.6756  1.1168  1.0140  0.088
H  1.2327  -0.8800  -1.3572  0.041

***

Pick version ii: it beats the second-best structure by 100.7 kJ/mol.